No. 1
The following is a DFT calculation (ωB97M-V/def2-TZVPD) of 3 unconnected molecules or ions with the total composition C2H11N3O2.

Its HOMO energy (spin up / spin down) is -14.50 / -14.43 eV. Its expectation value of S² is 0.787. The charge is +1. The value obtained for the LUMO energy (spin up / spin down) is -0.11594 / -0.29992 hartree. As for the spin multiplicity: 2. The total energy comes out at -397.24235 a.u. The value obtained for the HOMO-LUMO gap (spin up / spin down) is 11.34 / 6.27 eV. The calculation puts the largest force on an atom at 2.246 eV Å⁻¹.

Each line ends with the Mulliken charge.
Element x y z (Å)
1 C -0.688 0.499 -1.508  -0.933
2 N 0.268 -0.098 -0.604  0.009
3 C 0.049 -0.242 0.737  0.496
4 N 0.965 -1.084 1.369  -0.490
5 N -1.046 0.241 1.229  -0.484
6 H -1.117 1.375 -1.032  0.416
7 H -0.140 0.790 -2.403  0.321
8 H -1.512 -0.189 -1.746  0.383
9 H 1.007 -0.679 -1.015  0.346
10 H 1.932 -0.789 1.212  0.324
11 H 0.873 -0.925 2.377  0.313
12 H -1.037 0.263 2.237  0.198
13 H 3.589 -0.823 -0.050  0.337
14 H 3.889 0.561 -0.682  0.310
15 O 3.194 0.029 -0.263  -0.675
16 H -2.648 0.348 0.352  0.419
17 H -4.214 0.192 0.033  0.329
18 O -3.363 0.531 -0.244  -0.620



No. 2
The following is a DFT calculation (ωB97M-V/def2-TZVPD) of a molecular structure, C2H11N4.

Its HOMO energy is -14.16 eV. The charge is +1. The value obtained for the LUMO energy is -0.15280 hartree. The total energy comes out at -301.39272 a.u. The value obtained for the HOMO-LUMO gap is 10.01 eV. The calculation puts the largest force on an atom at 4.638 eV Å⁻¹.

Each line ends with the Mulliken charge.
Element x y z (Å)
1 C -0.089 0.723 1.750  -0.739
2 C 0.209 -1.786 -0.350  -0.513
3 N 1.102 0.638 -0.871  -0.546
4 N -0.984 0.196 -1.688  -0.657
5 N -0.844 0.785 0.491  -0.314
6 N -0.153 0.130 -0.587  0.682
7 H -0.836 0.629 2.577  0.337
8 H 0.539 -0.183 1.751  0.268
9 H 0.438 1.672 1.914  0.264
10 H -0.779 -2.063 -0.768  0.305
11 H 1.110 -2.184 -0.869  0.289
12 H 0.262 -1.925 0.719  0.324
13 H 1.960 0.266 -0.344  0.281
14 H 1.133 1.606 -0.945  0.259
15 H -1.679 0.856 -1.893  0.241
16 H -0.547 -0.160 -2.599  0.262
17 H -1.807 0.782 0.363  0.256



No. 3
The following is a DFT calculation (ωB97M-V/def2-TZVPD) of 2 unconnected molecules or ions with the total composition C2H11N4OP.

Its HOMO energy (spin up / spin down) is -6.98 / -9.08 eV. Its expectation value of S² is 2.012. The charge is 0. The value obtained for the LUMO energy (spin up / spin down) is 0.02839 / -0.08168 hartree. As for the spin multiplicity: 3. The total energy comes out at -718.27600 a.u. The value obtained for the HOMO-LUMO gap (spin up / spin down) is 7.75 / 6.86 eV. The calculation puts the largest force on an atom at 6.081 eV Å⁻¹.

Each line ends with the Mulliken charge.
Element x y z (Å)
1 C -1.975 -0.862 0.789  -0.938
2 C -2.107 0.894 -1.079  -0.935
3 N 1.549 2.030 0.307  -0.765
4 N 2.322 -1.677 -0.331  -0.455
5 N 1.281 0.787 0.142  0.231
6 N -1.510 0.409 0.233  -0.353
7 O 4.088 0.233 0.014  -0.520
8 P 2.803 -0.303 0.588  0.415
9 H -1.239 -1.220 1.524  0.289
10 H -2.954 -0.824 1.231  0.338
11 H -1.982 -1.749 0.158  0.334
12 H -2.891 1.490 -0.857  0.341
13 H -1.196 1.445 -1.547  0.249
14 H -2.230 0.103 -1.750  0.346
15 H -1.772 1.128 1.001  0.256
16 H 2.561 2.128 0.067  0.268
17 H 2.168 -2.463 0.210  0.243
18 H 2.726 -2.092 -1.178  0.241
19 H 0.357 0.544 0.478  0.416



No. 4
The following is a DFT calculation (ωB97M-V/def2-TZVPD) of a molecular structure, C2H11NO2.

Its HOMO energy is -9.62 eV. The charge is 0. The value obtained for the LUMO energy is 0.02355 hartree. The total energy comes out at -287.95267 a.u. The value obtained for the HOMO-LUMO gap is 10.26 eV. The calculation puts the largest force on an atom at 3.966 eV Å⁻¹.

Each line ends with the Mulliken charge.
Element x y z (Å)
1 H 0.445 -0.205 -0.815  0.435
2 O 0.243 -0.965 -1.705  -0.878
3 N 0.575 0.744 0.108  -0.255
4 H -0.150 -0.425 -2.327  0.251
5 H 1.538 0.938 -0.080  0.312
6 C 0.693 0.009 1.415  -0.680
7 H 0.168 -0.927 1.047  0.219
8 H 1.764 -0.215 1.503  0.284
9 H 0.167 0.515 2.458  0.263
10 C -0.394 1.813 0.081  -0.877
11 H 0.181 2.741 0.302  0.331
12 H -0.784 1.942 -0.883  0.300
13 H -1.211 1.828 0.870  0.283
14 O -0.994 -2.753 -0.261  -0.713
15 H -0.519 -2.075 -0.818  0.454
16 H -1.722 -2.965 -0.895  0.270



No. 5
The following is a DFT calculation (ωB97M-V/def2-TZVPD) of 3 unconnected molecules or ions with the total composition C2H11NO2S.

Its HOMO energy is -8.79 eV. The charge is 0. The value obtained for the LUMO energy is 0.01499 hartree. The total energy comes out at -686.18016 a.u. The value obtained for the HOMO-LUMO gap is 9.20 eV. The calculation puts the largest force on an atom at 2.266 eV Å⁻¹.

Each line ends with the Mulliken charge.
Element x y z (Å)
1 N -0.321 -2.486 0.229  -0.533
2 C -0.234 -1.064 -0.172  -0.178
3 C -1.170 -0.555 -1.247  -0.624
4 S -0.528 0.929 -2.105  -0.217
5 H -1.261 -2.819 0.132  0.197
6 H 0.421 -3.056 -0.119  0.164
7 H 0.792 -0.777 -0.353  0.257
8 H -0.326 -0.619 0.841  0.183
9 H -1.339 -1.269 -2.055  0.358
10 H -2.132 -0.325 -0.788  0.328
11 H -0.668 1.798 -1.113  0.084
12 O 2.821 -1.434 0.311  -0.657
13 H 2.850 -2.056 -0.428  0.318
14 H 3.246 -0.655 -0.105  0.322
15 O -0.884 4.771 2.688  -0.636
16 H -0.800 4.085 2.006  0.315
17 H -0.467 5.533 2.278  0.321



No. 6
The following is a DFT calculation (ωB97M-V/def2-TZVPD) of 3 unconnected molecules or ions with the total composition C2H11NO2S2.

Its HOMO energy is -7.66 eV. The charge is 0. The value obtained for the LUMO energy is -0.00855 hartree. The total energy comes out at -1084.33055 a.u. The value obtained for the HOMO-LUMO gap is 7.42 eV. The calculation puts the largest force on an atom at 3.268 eV Å⁻¹.

Each line ends with the Mulliken charge.
Element x y z (Å)
1 N -1.103 -0.165 -3.485  -0.616
2 C -0.027 -0.600 -2.558  -0.362
3 C 0.185 0.353 -1.416  -0.442
4 S 1.203 -0.475 0.050  -0.136
5 S 1.353 -2.256 1.128  -0.165
6 H -0.882 0.730 -3.905  0.229
7 H -1.057 -0.899 -4.182  0.240
8 H 0.931 -0.760 -3.105  0.282
9 H -0.343 -1.556 -2.142  0.311
10 H -0.722 0.608 -0.870  0.214
11 H 0.730 1.263 -1.637  0.343
12 H 0.199 -2.812 0.752  0.119
13 O -2.074 1.225 0.982  -0.613
14 H -2.316 1.979 0.445  0.290
15 H -2.138 1.663 1.840  0.294
16 O -1.171 3.700 3.220  -0.608
17 H -0.562 4.332 2.854  0.305
18 H -1.436 4.173 4.026  0.315



No. 7
The following is a DFT calculation (ωB97M-V/def2-TZVPD) of 4 unconnected molecules or ions with the total composition C2H11NO3.

Its HOMO energy is -8.83 eV. The charge is 0. The value obtained for the LUMO energy is 0.02966 hartree. The total energy comes out at -363.22570 a.u. The value obtained for the HOMO-LUMO gap is 9.64 eV. The calculation puts the largest force on an atom at 4.292 eV Å⁻¹.

Each line ends with the Mulliken charge.
Element x y z (Å)
1 C 0.383 1.289 1.172  -1.055
2 C 1.298 0.378 1.425  0.230
3 N 1.277 -0.967 1.173  -0.379
4 H -0.675 1.114 0.934  0.285
5 H 0.463 2.254 1.528  0.308
6 H 2.346 0.799 1.794  0.192
7 H 0.375 -1.267 0.871  0.235
8 H 1.809 -1.697 1.621  0.196
9 O 0.998 0.295 -1.532  -0.726
10 H 0.975 1.092 -0.980  0.369
11 H 1.291 -0.517 -1.179  0.305
12 O -1.615 0.113 -1.949  -0.650
13 H -1.983 0.900 -2.318  0.271
14 H -0.673 0.300 -1.740  0.434
15 O -2.080 -1.528 0.022  -0.628
16 H -2.618 -0.777 -0.101  0.301
17 H -1.572 -1.779 -0.739  0.311



No. 8
The following is a DFT calculation (ωB97M-V/def2-TZVPD) of 4 unconnected molecules or ions with the total composition C2H11NO3.

Its HOMO energy is -8.09 eV. The charge is 0. The value obtained for the LUMO energy is 0.02597 hartree. The total energy comes out at -363.22888 a.u. The value obtained for the HOMO-LUMO gap is 8.79 eV. The calculation puts the largest force on an atom at 2.520 eV Å⁻¹.

Each line ends with the Mulliken charge.
Element x y z (Å)
1 C -1.744 0.371 -1.198  -0.811
2 C -2.060 -0.550 -0.270  0.040
3 N -1.149 -0.777 0.766  -0.369
4 H -0.757 0.823 -1.270  0.167
5 H -2.385 0.636 -2.032  0.267
6 H -3.112 -0.789 -0.076  0.298
7 H -0.241 -0.988 0.380  0.260
8 H -1.479 -1.237 1.591  0.197
9 O 1.402 1.531 2.116  -0.652
10 H 0.602 1.531 2.675  0.322
11 H 1.084 1.758 1.245  0.310
12 O 1.637 0.164 -2.527  -0.639
13 H 0.707 -0.026 -2.702  0.321
14 H 1.738 1.106 -2.413  0.310
15 O 1.603 -1.111 1.054  -0.583
16 H 1.772 -0.889 1.967  0.287
17 H 2.380 -1.554 0.694  0.273